DFT (wB97M-V/def2-TZVPD) results for a molecular structure, C52H42N2NaOP2S2.

For the gap between HOMO and LUMO, the calculation gives 7.8 eV. As for the energy relative to the best compared isomer or geometry (same formula, charge and spin): 0.0 kJ/mol. The calculation puts the HOMO energy at -10.00 eV. For the max |F|, the calculation gives 0.55 eV Å⁻¹. The total charge is +1. The calculation puts the molecular weight at 859.993 g/mol.

Each line ends with the Löwdin charge.
CARTESIAN COORDINATES (ANGSTROEM)
H  2.690307  3.024634  -7.095042  0.12
C  -4.325947  4.117147  -0.179314  -0.07
C  1.707425  2.599145  -6.888644  -0.09
C  0.845961  2.272054  -4.677607  -0.08
C  -3.538884  1.720824  -1.325486  -0.10
C  -0.352957  2.413190  -2.597364  -0.28
C  2.405791  -1.638191  -1.662045  -0.34
C  1.919951  -2.976199  -1.672850  -0.15
C  2.880408  -3.935906  -2.022941  -0.09
S  -1.163854  -0.114829  3.293336  0.64
C  -1.940702  -2.140309  -1.385529  -0.36
H  -1.294339  4.901435  -4.767661  0.12
H  -4.998725  -2.984061  2.555156  0.12
C  2.596989  -5.304800  -2.186816  -0.14
S  1.243348  -0.309708  -1.552775  0.92
C  1.763980  4.873349  0.471945  -0.06
H  -4.629967  5.055754  0.266283  0.11
P  -0.509341  -2.421680  -0.281112  1.09
H  1.040064  -6.775365  -2.080857  0.12
C  -1.149538  -3.645389  0.924151  -0.39
H  1.267132  4.039797  -1.437674  0.11
C  0.652772  3.693986  -6.595071  -0.09
C  -2.887131  -1.846610  -3.590349  -0.07
C  1.321921  -5.736544  -1.964247  0.00
C  1.047939  4.039449  -0.377769  -0.06
H  4.075556  -0.334587  -1.677094  0.13
H  5.509530  -4.854878  -3.470536  0.12
H  4.075469  -6.851572  -1.893969  0.12
H  -0.247341  -4.666002  4.039936  0.11
H  0.452275  -3.117734  2.254907  0.10
Na  0.463296  0.411459  1.196150  0.14
H  1.437598  1.995167  -7.755584  0.12
C  0.631265  1.727130  -3.391797  -0.12
H  5.752666  -2.124447  -2.067516  0.12
H  -2.241490  4.467733  0.175690  0.11
C  0.370163  -4.806506  -1.483563  -0.05
C  1.744991  1.757763  -5.638791  -0.15
H  -3.229962  0.782279  -1.768590  0.08
H  3.157335  0.197771  -6.047631  0.12
H  2.850526  -0.833119  -3.867009  0.10
C  2.292863  0.064408  -4.072405  -0.05
C  0.058593  3.203060  0.128211  -0.38
H  -5.872024  -0.398500  2.136106  0.13
H  -3.749985  1.801576  1.397596  0.07
H  5.720006  -5.164928  -1.760654  0.12
H  1.075828  4.697066  -6.659400  0.12
H  -0.177426  3.656889  -7.301284  0.12
H  -4.990937  -1.429893  -3.678277  0.11
C  2.466686  0.644857  -5.344354  0.00
C  -2.977258  3.784934  -0.230496  -0.10
H  -2.506209  -2.734104  3.068812  0.11
C  -1.798337  -2.119365  -2.771508  -0.08
C  0.178007  3.400834  -5.194605  -0.15
N  -3.807258  0.051614  2.558810  -0.10
H  2.532480  5.517789  0.064954  0.11
H  -0.837392  -2.340155  -3.221817  0.10
C  4.249329  -3.656364  -2.192039  -0.13
H  -5.619466  1.379885  -1.701745  0.10
C  0.518240  4.050256  2.350965  -0.06
C  -4.882917  2.056017  -1.283208  -0.07
C  -3.194303  -1.860095  -0.839364  -0.12
H  0.304184  4.049050  3.412231  0.11
C  -4.138911  -1.616723  -3.037209  -0.08
C  -3.845391  1.500833  2.440437  0.00
N  -3.129999  -1.960862  2.883138  0.08
H  -0.963198  2.568851  1.921879  0.06
C  1.448111  0.568861  -3.108799  -0.26
C  -2.710598  -0.677112  2.869181  -0.76
H  2.062891  5.534181  2.491019  0.11
C  -0.193093  3.213424  1.504129  -0.14
C  -2.286706  -4.435875  0.769161  -0.11
C  3.865231  -6.027189  -2.575498  -0.09
H  -3.022347  1.910715  3.020082  0.06
H  -2.757881  -1.835153  -4.665187  0.11
C  -0.821657  -4.605509  3.124628  -0.08
H  3.773341  -6.458458  -3.573201  0.12
C  -0.988362  3.516642  -3.137725  -0.06
H  -0.599390  -5.192505  -1.196756  0.10
H  -5.259940  -1.440077  -1.211549  0.11
C  -4.898358  -0.783918  2.381216  -0.05
H  -4.789226  1.862388  2.842361  0.10
H  -2.288746  -6.041806  3.754796  0.11
C  4.702402  -2.377674  -2.000013  0.00
C  4.974342  -4.939056  -2.524271  -0.09
P  -0.853148  1.975416  -0.877770  1.11
C  -5.279983  3.254772  -0.703020  -0.08
C  -0.748321  4.032467  -4.422817  0.00
O  1.786564  0.581459  -0.452783  -0.55
C  0.625306  -3.462793  -1.301686  -0.29
C  -1.967692  -5.375350  2.964753  -0.08
H  -2.867091  -4.378816  -0.143821  0.11
C  -2.574544  2.579551  -0.801121  -0.40
C  3.752796  -1.366594  -1.753544  -0.06
H  -1.725225  4.028887  -2.534220  0.10
H  -3.323819  -1.840737  0.236958  0.08
C  1.502107  4.882910  1.833520  -0.07
C  -4.289553  -1.626060  -1.656481  -0.10
C  -4.475691  -2.045849  2.589533  -0.07
C  -2.695728  -5.290604  1.784613  -0.08
H  -6.329154  3.518317  -0.664346  0.11
H  -3.582548  -5.897495  1.650415  0.11
C  -0.421871  -3.742421  2.112744  -0.12

Forces on the atoms, in the same order (eV/Å):
H 0.0 0.0 0.0
C 0.0 0.0 0.0
C 0.0 0.0 0.0
C 0.0 0.0 0.0
C 0.0 0.0 0.0
C 0.0 0.1 0.0
C 0.0 0.0 0.0
C 0.0 0.1 0.1
C 0.0 0.0 0.0
S -0.1 -0.1 0.0
C 0.1 0.0 0.0
H 0.0 0.0 0.0
H 0.0 0.0 0.0
C 0.0 0.0 0.0
S 0.1 0.2 -0.1
C 0.0 0.0 0.0
H 0.0 0.0 0.0
P -0.1 0.0 0.0
H 0.0 0.0 0.0
C 0.1 -0.1 0.0
H 0.0 0.0 0.0
C 0.0 0.0 0.0
C 0.0 0.0 0.0
C 0.0 0.0 0.0
C 0.0 0.0 0.0
H 0.0 0.0 0.0
H 0.0 0.0 0.0
H 0.0 0.0 0.0
H 0.0 0.0 0.0
H 0.0 0.0 0.0
Na -0.3 -0.1 0.4
H 0.0 0.0 0.0
C 0.0 0.0 0.0
H 0.0 0.0 0.0
H 0.0 0.0 0.0
C 0.0 0.0 0.0
C 0.0 0.0 0.0
H 0.0 0.0 0.0
H 0.0 0.0 0.0
H 0.0 0.0 0.0
C -0.1 0.0 0.0
C 0.0 0.0 0.0
H 0.0 0.0 0.0
H 0.0 0.0 0.0
H 0.0 0.0 0.0
H 0.0 0.0 0.0
H 0.0 0.0 0.0
H 0.0 0.0 0.0
C 0.0 0.0 0.0
C 0.0 0.0 0.0
H 0.0 0.0 0.0
C 0.0 0.0 0.0
C 0.0 0.0 0.0
N 0.0 0.0 0.0
H 0.0 0.0 0.0
H 0.0 0.0 0.0
C 0.0 0.0 0.0
H 0.0 0.0 0.0
C 0.0 0.0 0.0
C 0.0 0.0 0.0
C 0.0 0.0 0.1
H 0.0 0.0 0.0
C 0.0 0.0 0.0
C 0.0 0.0 0.0
N 0.0 0.0 0.0
H 0.0 0.0 0.0
C 0.1 -0.1 0.0
C 0.0 0.0 0.1
H 0.0 0.0 0.0
C 0.0 0.0 0.0
C 0.0 0.0 0.0
C 0.0 0.0 0.0
H 0.0 0.0 0.0
H 0.0 0.0 0.0
C 0.0 0.0 0.0
H 0.0 0.0 0.0
C 0.0 0.0 0.0
H 0.0 0.0 0.0
H 0.0 0.0 0.0
C 0.0 0.0 0.0
H 0.0 0.0 0.0
H 0.0 0.0 0.0
C 0.0 0.0 0.0
C 0.0 0.0 0.0
P 0.1 -0.1 -0.1
C 0.0 0.0 0.0
C 0.0 0.0 0.0
O 0.2 0.1 -0.5
C 0.0 0.0 0.0
C 0.0 0.0 0.0
H 0.0 0.0 0.0
C 0.0 0.0 0.0
C 0.0 0.0 -0.1
H 0.0 0.0 0.0
H 0.0 0.0 0.0
C 0.0 0.0 0.0
C 0.0 0.0 0.0
C 0.1 0.0 0.0
C 0.0 0.0 0.0
H 0.0 0.0 0.0
H 0.0 0.0 0.0
C -0.1 0.0 0.0


DFT (wB97M-V/def2-TZVPD) results for a molecular structure, C52H43CuN4OP2S.

For the gap between HOMO and LUMO, the calculation gives 7.4 eV. The calculation puts the HOMO energy at -6.93 eV. For the max |F|, the calculation gives 0.26 eV Å⁻¹. The calculation puts the molecular weight at 897.504 g/mol.

Each line ends with the Löwdin charge.
CARTESIAN COORDINATES (ANGSTROEM)
H  -0.544340  -3.579432  -5.233521  0.10
H  0.950645  -2.874040  -7.073982  0.10
C  -2.373612  0.742080  2.565679  -0.10
C  -3.468680  -2.579331  -0.899314  -0.12
C  -5.116105  0.371338  2.449601  -0.08
C  -1.907673  7.019299  0.593940  -0.10
H  -3.776856  6.259781  1.329516  0.10
C  1.068959  2.161996  -3.061354  -0.10
H  4.157559  3.573652  -1.237845  0.10
C  -4.142725  -4.882597  -0.727217  -0.09
H  4.154883  -5.037945  1.634633  0.09
C  -0.770152  2.919167  0.178290  -0.19
C  -2.647919  1.965354  -2.502314  -0.86
C  3.028350  -3.228157  2.068443  -0.42
H  -4.832066  -3.529635  -2.246720  0.11
C  1.369340  2.658823  3.252209  -0.06
C  4.850734  -1.947017  -1.046162  -0.06
C  0.164197  -2.775839  -5.080611  -0.08
C  2.538894  -1.279108  -1.205622  -0.24
C  3.293764  3.178271  -1.757215  -0.08
H  0.042206  7.473898  -0.177170  0.10
C  -1.178814  4.348850  0.294015  -0.21
C  -2.796915  6.009304  0.943237  -0.08
C  -0.604485  -1.959493  2.043954  -0.26
S  -2.356496  0.298405  -2.819801  0.63
H  2.537757  -1.011050  -6.726498  0.10
H  -0.041299  4.084348  2.485765  0.12
P  -1.718165  -1.243253  0.768822  1.10
C  -2.661520  -2.717544  0.231616  -0.34
H  -0.452858  -2.418567  -3.053959  0.10
N  -3.492594  2.617075  -3.346263  0.06
H  -2.192754  8.057074  0.709662  0.10
C  3.829911  -1.290164  -1.717265  -0.08
C  1.000807  -2.377532  -6.113468  -0.09
O  0.996134  -2.076164  0.357775  -0.02
C  -3.335120  -5.029278  0.391008  -0.08
N  -1.262323  2.134302  -0.718363  0.02
C  -0.082379  -2.766973  4.253368  -0.06
H  2.813040  5.042015  -2.705408  0.10
H  3.534410  1.215846  -0.936828  0.10
H  -1.975109  -1.929156  3.688018  0.11
C  -2.896516  -0.299695  1.793302  -0.34
H  -1.981337  -4.086723  1.749334  0.10
C  1.196805  -3.095471  3.840882  -0.02
H  0.178610  1.776633  -3.548463  0.09
H  2.959767  -5.225666  2.925921  0.09
C  -0.978459  -2.196019  3.358624  -0.08
H  5.068845  -2.952276  2.784268  0.08
H  -4.041473  2.076503  -3.987854  0.07
C  3.312880  -2.587879  0.713200  -0.10
C  1.707424  0.806793  1.810135  -0.12
H  -3.126662  3.886007  1.047023  0.11
H  -1.300624  0.886339  2.617217  0.09
H  4.040695  -0.774067  -2.646149  0.11
H  2.639955  0.137821  -4.550083  0.10
C  4.592103  -2.564373  0.166930  -0.02
C  1.954023  -0.689188  -4.690475  -0.09
H  0.807449  4.130141  -3.850763  0.11
C  -0.654367  6.691695  0.096902  -0.08
C  1.891872  -1.331280  -5.919007  -0.08
H  -3.778960  3.547325  -3.093399  0.09
C  2.945055  1.842780  -1.593780  -0.09
H  -0.385755  -2.956346  5.274402  0.10
H  5.404985  -3.046834  0.695377  0.11
C  2.538068  4.002185  -2.578806  -0.10
C  1.421127  3.491471  -3.228677  -0.07
C  1.622373  -2.865244  2.535089  -0.10
C  -4.210246  -3.654094  -1.369515  -0.08
N  -2.135078  2.739001  -1.565699  0.01
C  -4.591396  1.401288  3.212950  -0.09
C  4.053086  -2.703686  3.089330  -0.02
H  1.878009  -3.547649  4.550867  0.11
C  -2.602313  -3.952701  0.872847  -0.07
H  3.980428  -1.618928  3.183861  0.09
H  -3.273074  -5.985215  0.895319  0.10
N  0.827436  1.245859  0.916055  0.13
H  2.216122  -0.120807  1.569623  0.10
C  0.695400  -2.312308  1.663721  -0.21
C  1.836656  1.319932  -2.253216  -0.36
H  2.434650  -5.150428  1.238078  0.10
C  1.122534  -1.088147  -3.646352  -0.35
H  -4.713043  -5.723847  -1.099533  0.10
Cu  -0.869856  0.017442  -0.950305  -0.15
P  1.154137  -0.351268  -1.975456  1.08
C  2.011994  1.458713  2.992952  -0.05
H  3.889093  -3.146392  4.071181  0.08
H  -2.795920  2.386459  3.868505  0.11
H  -5.251651  2.062865  3.758898  0.10
C  -3.214257  1.583721  3.274084  -0.08
H  -3.504812  -1.629441  -1.421100  0.03
H  -4.692558  -1.280498  1.146449  0.10
C  -2.434743  4.680140  0.791984  -0.04
H  2.733854  1.036307  3.678505  0.10
H  5.850984  -1.960545  -1.457846  0.11
C  0.469070  3.145793  2.321821  -0.01
C  2.303021  -1.990516  -0.028668  -0.21
C  3.151687  -4.756202  1.959380  -0.01
C  0.219990  -2.128433  -3.855049  -0.10
C  -4.273185  -0.479099  1.741438  -0.07
C  -0.288773  5.359124  -0.046380  -0.03
C  0.212419  2.408933  1.161905  -0.22
H  0.691417  5.096578  -0.427515  0.11
H  -6.187410  0.224728  2.400687  0.10
H  1.567811  3.210088  4.162395  0.11

Forces on the atoms, in the same order (eV/Å):
H 0.0 0.0 0.0
H 0.0 0.0 0.0
C -0.1 0.0 0.0
C 0.0 0.0 0.0
C 0.0 0.0 0.0
C 0.0 0.0 0.0
H 0.0 0.0 0.0
C 0.0 0.0 0.0
H 0.0 0.0 0.0
C 0.0 0.0 0.0
H 0.0 0.0 0.0
C 0.0 -0.1 0.0
C 0.1 0.0 0.1
C 0.0 0.0 0.0
H 0.0 0.0 0.0
C 0.0 0.0 0.0
C 0.0 0.0 0.0
C 0.0 0.0 0.0
C 0.0 0.0 0.0
C 0.0 0.0 0.0
H 0.0 0.0 0.0
C 0.0 0.0 0.0
C 0.0 0.0 0.0
C 0.1 0.0 -0.1
S 0.1 0.0 0.1
H 0.0 0.0 0.0
H 0.0 0.0 0.0
P 0.1 -0.1 0.0
C 0.0 0.0 0.0
H 0.0 0.0 0.0
N 0.0 0.0 0.0
H 0.0 0.0 0.0
C 0.0 0.0 0.0
C 0.0 0.0 0.0
O 0.0 0.0 -0.1
C 0.0 0.0 0.0
N 0.1 0.0 0.1
C -0.1 0.0 0.0
H 0.0 0.0 0.0
H 0.0 0.0 0.0
H 0.0 0.0 0.0
C 0.0 0.1 0.1
H 0.0 0.0 0.0
C 0.1 0.0 0.0
H 0.0 0.0 0.0
H 0.0 0.0 0.0
C 0.0 0.0 0.0
H 0.0 0.0 0.0
H 0.0 0.0 0.0
C 0.0 0.0 0.0
C 0.0 -0.1 0.0
H 0.0 0.0 0.0
H 0.0 0.0 0.0
H 0.0 0.0 0.0
H 0.0 0.0 0.0
C 0.0 0.0 0.0
C 0.0 0.0 0.0
H 0.0 0.0 0.0
C 0.0 0.0 0.0
C 0.0 0.0 0.0
H 0.0 0.0 0.0
C 0.0 0.0 0.0
H 0.0 0.0 0.0
H 0.0 0.0 0.0
C 0.0 0.0 0.0
C 0.0 0.0 0.0
C 0.0 0.0 0.0
C 0.0 0.0 0.0
N -0.1 -0.1 -0.1
C 0.0 0.0 0.0
C 0.0 0.0 0.0
H 0.0 0.0 0.0
C 0.0 0.0 0.0
H 0.0 0.0 0.0
H 0.0 0.0 0.0
N 0.1 0.1 0.1
H 0.0 0.0 0.0
C -0.1 0.0 0.1
C 0.0 0.0 0.0
H 0.0 0.0 0.0
C 0.0 0.0 0.0
H 0.0 0.0 0.0
Cu -0.2 0.1 -0.1
P 0.0 0.1 -0.1
C 0.0 0.0 0.0
H 0.0 0.0 0.0
H 0.0 0.0 0.0
H 0.0 0.0 0.0
C 0.0 0.0 0.0
H 0.0 0.0 0.0
H 0.0 0.0 0.0
C 0.0 0.0 0.0
H 0.0 0.0 0.0
H 0.0 0.0 0.0
C 0.0 0.0 0.1
C -0.1 0.0 0.0
C 0.0 0.0 0.0
C 0.0 0.0 0.0
C 0.0 0.0 0.0
C 0.0 0.0 0.0
C 0.0 0.0 -0.1
H 0.0 0.0 0.0
H 0.0 0.0 0.0
H 0.0 0.0 0.0